Entry 1:
Here is an isolated ion of composition C2H5N2 and charge +1 in a non-equilibrium geometry from OMol25. Energies are from ωB97M-V/def2-TZVPD.

Summary:
- Highest occupied orbital energy: -16.61 eV
- Structure (SMILES): N1[C@@H]2[NH2+][C@H]12
- LUMO level: -4.50 eV

Structure (ORCA input):
```
! wB97M-V def2-TZVPD RIJCOSX def2/J DEFGRID3
* xyz 1 1
N -0.97496 -0.76610 -0.33072
C -0.84529 0.57596 0.05009
N 0.91792 0.40642 -0.08657
C -0.04038 -0.45464 0.66436
H -0.55290 -1.12038 -1.21697
H -1.33868 1.45255 -0.04359
H 1.61927 0.85013 0.41402
H 1.22192 -0.00758 -1.02450
H -0.00690 -0.93637 1.57387
*
```


Entry 2:
Here is C2H5N2 as an isolated structure in a non-equilibrium geometry from OMol25. Energies are from ωB97M-V/def2-TZVPD.

Summary:
- Highest occupied orbital energy: -16.17 eV
- LUMO level: -4.03 eV

Structure (ORCA input):
```
! wB97M-V def2-TZVPD RIJCOSX def2/J DEFGRID3
* xyz 1 1
C -0.21744 -0.93690 0.39273
C 0.17853 0.87484 -0.30980
N -0.91219 -0.12537 -0.41237
N 0.76926 -0.13588 0.63448
H -0.64179 -2.05584 0.67852
H 0.64966 1.01123 -1.29803
H 0.11895 1.87395 0.22545
H -1.57347 -0.22651 -1.20922
H 1.62848 -0.27952 1.29824
*
```


Entry 3:
Here is an isolated ion of composition C2H5N2O and charge +1 in a non-equilibrium geometry from OMol25. Energies are from ωB97M-V/def2-TZVPD.

Summary:
- Highest occupied orbital energy (spin up / spin down): -15.79 / -15.62 eV
- Structure (SMILES): C/[NH+]=C/N=O
- LUMO level (spin up / spin down): -8.08 / -8.48 eV

Structure (ORCA input):
```
! wB97M-V def2-TZVPD RIJCOSX def2/J DEFGRID3
* xyz 1 1
C -0.77278 -0.99790 -0.55571
N -0.31379 -0.35821 0.52251
C 0.27296 1.09568 0.10865
N 1.34791 1.46755 0.58415
O 2.25421 1.45776 1.30812
H -1.48525 -1.75518 -0.19946
H 0.02345 -1.46927 -1.18126
H -1.36243 -0.30487 -1.09527
H 0.51306 -0.92883 0.84580
H -0.47734 1.79327 -0.33754
*
```


Entry 4:
Here is an isolated ion of composition C2H5N2O and charge +1 in a non-equilibrium geometry from OMol25. Energies are from ωB97M-V/def2-TZVPD.

Summary:
- Highest occupied orbital energy (spin up / spin down): -15.15 / -15.16 eV
- Structure (SMILES): C[N+]([O-])=C=[NH2+]
- LUMO level (spin up / spin down): -5.59 / -5.59 eV

Structure (ORCA input):
```
! wB97M-V def2-TZVPD RIJCOSX def2/J DEFGRID3
* xyz 1 1
C -0.49192 1.41489 0.24721
N 0.59720 0.43919 -0.05947
O 1.69078 0.88265 -0.31860
C 0.22853 -0.79082 -0.36949
N 0.05059 -2.01438 -0.14958
H -0.28599 2.27364 -0.24713
H -1.51278 1.01281 0.07475
H -0.34314 1.79781 1.18431
H 0.48886 -2.48130 0.64730
H -0.42213 -2.53450 -1.00929
*
```


Entry 5:
Here is an isolated ion of composition C2H5N2O and charge +1 in a non-equilibrium geometry from OMol25. Energies are from ωB97M-V/def2-TZVPD.

Summary:
- Highest occupied orbital energy: -15.80 eV
- Structure (SMILES): [H]/N=C/C([NH3+])=O
- LUMO level: -5.23 eV

Structure (ORCA input):
```
! wB97M-V def2-TZVPD RIJCOSX def2/J DEFGRID3
* xyz 1 1
H 2.62229 0.35137 -0.00838
N 1.66348 0.29419 0.06393
C 0.94695 1.29126 0.11772
C -0.57256 0.91109 0.02247
N -1.05815 -0.69079 0.04532
O -1.47305 1.63081 -0.20153
H 1.20102 2.40087 0.07671
H -1.76061 -0.76094 -0.57070
H -1.36167 -0.82550 0.97565
H -0.16821 -1.28883 -0.19162
*
```


Entry 6:
Here is an isolated ion of composition C2H5N2O and charge +1 in a non-equilibrium geometry from OMol25. Energies are from ωB97M-V/def2-TZVPD.

Summary:
- Highest occupied orbital energy: -14.17 eV
- Structure (SMILES): C=[NH+]CN=O
- LUMO level: -5.79 eV

Structure (ORCA input):
```
! wB97M-V def2-TZVPD RIJCOSX def2/J DEFGRID3
* xyz 1 1
C 0.92925 -0.92134 0.80878
N 0.39048 0.15331 0.41741
C -0.14222 0.44022 -0.89102
N -1.63623 0.47111 -0.86949
O -2.25695 0.40092 0.15282
H 1.10741 -1.67878 0.07381
H 1.08050 -0.82033 1.93662
H 0.45943 0.83861 1.26600
H -0.07562 -0.35514 -1.73303
H 0.14395 1.47142 -1.16190
*
```


Calculated values (Ha) of energy for the records, taken in order: -188.31165 -188.39246 -263.48141 -263.50761 -263.64382 -263.54059.